Run one
Entry from OMol25: a molecular structure, C21H17Cl2N8O3RhSbSe4 (the ωB97M-V functional and the def2-TZVPD basis).

Values from the calculation:
Charge: -1
Frontier orbital gap (alpha / beta) in eV: 4.769 / 6.096
2S+1: 5
E_HOMO (alpha / beta) in eV: -3.22 / -5.69

Each line ends with the Mulliken spin population.
Positions of all 57 atoms, in Å:
Rh: -0.828 0.066 -0.352  0.95
N: -3.567 -1.198 -1.896  0.00
C: -3.107 -1.991 -0.902  -0.04
N: -3.827 -3.081 -0.639  0.08
C: -3.342 -3.843 0.358  0.01
N: -4.070 -4.969 0.646  0.01
N: -2.243 -3.637 1.050  0.05
C: -1.553 -2.520 0.717  0.22
N: -1.988 -1.641 -0.265  0.06
C: -0.336 -2.202 1.338  0.20
C: 0.305 -3.043 2.279  0.08
C: 1.535 -2.702 2.760  0.03
C: 2.155 -1.514 2.315  0.15
C: 1.480 -0.721 1.421  -0.01
N: 0.260 -1.019 0.951  0.08
H: -4.327 -1.564 -2.437  0.00
H: -2.988 -0.460 -2.255  0.01
H: -5.026 -4.955 0.338  0.00
H: -3.879 -5.385 1.541  0.00
H: -0.200 -3.952 2.571  0.02
H: 2.040 -3.347 3.468  0.01
H: 3.143 -1.222 2.642  -0.02
H: 1.933 0.191 1.053  0.02
Cl: -5.563 5.798 0.403  0.00
C: -4.541 4.398 0.575  0.00
C: -4.304 3.886 1.870  0.00
C: -3.515 2.794 2.037  0.01
Cl: -3.219 2.182 3.628  0.00
C: -2.876 2.098 0.935  0.02
O: -2.150 1.104 1.166  0.10
C: -3.144 2.664 -0.365  -0.03
C: -2.645 2.136 -1.586  0.00
O: -1.898 1.165 -1.802  -0.01
C: -3.979 3.805 -0.505  0.00
H: -4.750 4.367 2.730  0.00
H: -2.991 2.669 -2.484  0.00
H: -4.162 4.201 -1.496  0.00
N: 4.221 5.006 -0.733  0.00
C: 3.038 5.121 -0.087  0.00
O: 2.698 6.112 0.534  0.00
C: 2.128 3.926 -0.200  0.01
C: 2.097 3.112 -1.320  0.02
C: 1.231 2.031 -1.336  0.00
N: 0.449 1.729 -0.300  -0.04
C: 0.482 2.515 0.785  -0.01
C: 1.288 3.630 0.861  0.01
H: 4.891 5.738 -0.564  0.00
H: 4.596 4.092 -0.969  0.00
H: 2.736 3.296 -2.173  -0.01
H: 1.175 1.370 -2.188  0.01
H: -0.165 2.214 1.599  0.00
H: 1.289 4.256 1.743  0.00
Se: 6.275 2.193 -1.444  0.46
Sb: 5.000 0.232 -0.752  -0.08
Se: 3.253 -0.823 -2.052  0.38
Se: 4.595 1.526 1.297  0.58
Se: 6.042 -1.969 -0.602  0.66

=====

Run two
Entry from OMol25: a molecular structure, C21H17Cl2N8O3RhSbSe4 (the ωB97M-V functional and the def2-TZVPD basis).

Values from the calculation:
Charge: -1
Frontier orbital gap (alpha / beta) in eV: 4.639 / 5.536
2S+1: 5
E_HOMO (alpha / beta) in eV: -3.16 / -5.25

Each line ends with the Mulliken spin population.
Positions of all 57 atoms, in Å:
Rh: -0.107 -0.533 -0.781  0.95
N: -0.277 -0.055 -4.141  0.01
C: -1.427 -0.555 -3.619  -0.05
N: -2.430 -0.735 -4.478  0.09
C: -3.518 -1.316 -3.926  0.02
N: -4.563 -1.514 -4.789  0.01
N: -3.663 -1.732 -2.691  0.05
C: -2.603 -1.502 -1.873  0.23
N: -1.457 -0.852 -2.321  0.03
C: -2.599 -1.923 -0.538  0.19
C: -3.678 -2.598 0.089  0.11
C: -3.600 -2.910 1.413  0.00
C: -2.457 -2.554 2.156  0.16
C: -1.430 -1.924 1.498  -0.02
N: -1.471 -1.641 0.190  0.14
H: -0.339 0.304 -5.075  0.00
H: 0.468 0.235 -3.533  0.01
H: -4.547 -0.972 -5.634  0.00
H: -5.452 -1.707 -4.364  0.00
H: -4.540 -2.840 -0.516  0.02
H: -4.417 -3.431 1.895  0.00
H: -2.347 -2.786 3.204  0.01
H: -0.526 -1.646 2.020  0.00
Cl: 0.019 6.921 -1.418  0.00
C: -0.258 5.241 -1.039  0.00
C: -1.355 4.908 -0.207  0.00
C: -1.609 3.616 0.113  0.01
Cl: -2.939 3.218 1.141  0.00
C: -0.797 2.506 -0.367  0.01
O: -1.078 1.337 -0.018  0.10
C: 0.306 2.893 -1.209  -0.03
C: 1.222 1.987 -1.807  -0.01
O: 1.264 0.737 -1.794  -0.01
C: 0.547 4.265 -1.519  0.00
H: -1.991 5.693 0.179  0.00
H: 2.015 2.479 -2.389  0.00
H: 1.388 4.518 -2.151  0.00
N: 6.148 0.271 2.287  0.00
C: 4.986 0.899 2.607  0.00
O: 4.950 1.843 3.369  0.00
C: 3.730 0.379 1.947  -0.01
C: 3.704 -0.695 1.058  0.04
C: 2.503 -1.059 0.494  0.01
N: 1.357 -0.412 0.752  -0.04
C: 1.372 0.583 1.635  0.00
C: 2.539 1.009 2.253  0.00
H: 6.971 0.556 2.788  0.00
H: 6.177 -0.578 1.757  0.00
H: 4.581 -1.265 0.787  0.00
H: 2.428 -1.891 -0.195  -0.03
H: 0.417 1.050 1.834  0.00
H: 2.521 1.819 2.967  0.00
Se: 3.051 -4.235 5.751  0.97
Sb: 1.033 -3.445 4.474  -0.11
Se: 1.563 -3.926 2.066  0.89
Se: 0.993 -1.092 4.845  0.08
Se: -0.777 -4.944 4.820  0.16

=====

Of them, the most stable is run one and the least stable is run two.